(1)
{"formula": "C3H8N2O2", "method": "wB97M-V/def2-TZVPD", "smiles": "CNC=O.C=NO", "e_above_lowest_kj_mol": 318.7, "e_tot_ha": -379.0196, "homo_lumo_gap_ev": 10.32, "elements": ["C", "N", "C", "O", "H", "H", "H", "H", "H", "C", "O", "N", "H", "H", "H"], "coordinates": [[-2.0062, -0.5013, -0.4550], [-0.6217, -0.8632, -0.2875], [-0.1102, -1.2798, 0.9056], [-0.7531, -1.5007, 1.8980], [-0.0287, -0.8429, -1.1046], [1.0540, -1.1897, 0.8421], [-2.5494, -0.8183, 0.4382], [-2.4269, -1.0184, -1.3246], [-2.1246, 0.5806, -0.5786], [2.2579, 0.6679, 0.1569], [0.5613, 2.1270, -0.0074], [1.3501, 1.1498, -0.6005], [-0.0780, 2.3732, -0.6782], [2.9679, 0.0211, -0.3276], [2.5075, 1.0947, 1.1232]], "nbo_charge": [-0.423, -0.628, 0.540, -0.608, 0.403, 0.099, 0.237, 0.197, 0.184, -0.181, -0.558, -0.124, 0.477, 0.199, 0.188]}

***

(2)
{"formula": "C3H8N2O2", "method": "wB97M-V/def2-TZVPD", "smiles": "CN(O)/C=C(\\N)O", "e_above_lowest_kj_mol": 358.0, "e_tot_ha": -379.0047, "homo_lumo_gap_ev": 8.67, "elements": ["C", "N", "C", "N", "C", "O", "O", "H", "H", "H", "H", "H", "H", "H", "H"], "coordinates": [[-0.1258, -1.1940, 1.4165], [0.3084, 0.1718, 1.1684], [0.4097, 0.2905, -1.2606], [-0.9164, 0.1364, -1.4454], [0.9830, 0.3912, -0.0111], [-1.1234, 1.0204, 1.1043], [1.1130, 0.4858, -2.4025], [-1.2828, 1.2574, 2.0272], [2.0559, 0.5003, -2.1995], [-1.2648, 0.3209, -2.3731], [-1.4771, 0.4152, -0.6161], [1.9653, 0.8385, 0.0847], [-0.6868, -1.2180, 2.3501], [0.7777, -1.7937, 1.5425], [-0.7358, -1.6228, 0.6146]], "nbo_charge": [-0.424, -0.152, 0.542, -0.830, -0.329, -0.736, -0.669, 0.474, 0.493, 0.399, 0.444, 0.197, 0.196, 0.211, 0.184]}

***

(3)
{"formula": "C3H8N2O2", "method": "wB97M-V/def2-TZVPD", "e_above_lowest_kj_mol": 527.3, "e_tot_ha": -378.9402, "homo_lumo_gap_ev": [7.60, 7.59], "elements": ["C", "C", "N", "C", "O", "O", "N", "H", "H", "H", "H", "H", "H", "H", "H"], "coordinates": [[-0.2982, 0.2397, 0.9940], [-0.6733, 1.4950, 0.2249], [0.7826, -1.1366, -0.8976], [1.1140, -0.3571, 0.1008], [-1.0674, -1.2584, -1.2826], [-1.2434, -0.6963, 1.0876], [2.1813, 0.0714, 0.6373], [-1.0817, -2.2242, -1.3363], [-1.4982, -0.9492, 0.1000], [0.9213, -0.7906, -1.8418], [0.2023, 0.4225, 1.9455], [3.0050, -0.2246, 0.1099], [-1.4734, 1.9957, 0.7769], [0.1770, 2.1697, 0.1482], [-1.0480, 1.2429, -0.7668]], "nbo_charge": [0.172, -0.666, -0.311, 0.340, -0.722, -0.709, -0.674, 0.478, 0.498, 0.396, 0.202, 0.329, 0.226, 0.225, 0.216]}

***

(4)
{"formula": "C3H8N2O2", "method": "wB97M-V/def2-TZVPD", "e_above_lowest_kj_mol": 470.3, "s_squared": 2.01, "e_tot_ha": -378.7831, "homo_lumo_gap_ev": [3.71, 6.71], "multiplicity": 3, "elements": ["C", "C", "C", "N", "N", "O", "O", "H", "H", "H", "H", "H", "H", "H", "H"], "coordinates": [[-0.8904, 1.0003, -0.4703], [-0.9466, -0.5303, -0.3243], [0.7986, -0.7027, 0.4200], [0.3665, 1.6505, 0.0552], [1.1350, 0.6280, 0.7426], [-1.8997, -1.2128, 0.4282], [1.6770, -1.3067, -0.4344], [-1.0072, 1.3296, -1.5027], [-1.5891, 1.6582, 0.0829], [-0.7623, -1.1407, -1.3208], [0.9001, -1.4061, 1.3533], [1.0367, 1.9019, -0.7059], [1.2517, 0.7639, 1.7410], [-1.5440, -1.5958, 1.2392], [1.4737, -1.0373, -1.3040]], "nbo_charge": [-0.445, 0.098, 0.113, -0.349, -0.272, -0.715, -0.722, 0.197, 0.237, 0.180, 0.175, 0.229, 0.402, 0.483, 0.390]}

***

(5)
{"formula": "C3H8N2O2", "method": "wB97M-V/def2-TZVPD", "e_above_lowest_kj_mol": 599.8, "s_squared": 2.00, "e_tot_ha": -378.7338, "homo_lumo_gap_ev": [4.04, 7.31], "multiplicity": 3, "elements": ["C", "C", "C", "N", "N", "O", "O", "H", "H", "H", "H", "H", "H", "H", "H"], "coordinates": [[-1.2166, -1.8709, 0.4372], [-0.2713, -0.6084, 0.2561], [0.4318, 1.4814, 1.0706], [1.0089, 0.2621, -1.6067], [0.9104, -0.7160, -0.5563], [-1.5416, -0.7925, -0.3259], [-0.3177, 0.2457, 1.3210], [-1.0785, -2.8073, -0.1546], [-1.7358, -1.9836, 1.3514], [0.3400, 2.0774, 1.9097], [0.0828, 2.1659, 0.1929], [1.3479, 1.1120, 0.8494], [1.9638, 0.5412, -1.6196], [0.7009, -0.0432, -2.5178], [1.1617, -1.6546, -0.7540]], "nbo_charge": [-0.203, 0.595, -0.253, -0.677, -0.545, -0.450, -0.433, 0.169, 0.180, 0.190, 0.198, 0.192, 0.351, 0.348, 0.338]}

***

(6)
{"formula": "C3H8N2O2", "method": "wB97M-V/def2-TZVPD", "e_above_lowest_kj_mol": 190.5, "s_squared": 2.01, "e_tot_ha": -378.8897, "homo_lumo_gap_ev": [6.17, 9.79], "multiplicity": 3, "elements": ["C", "C", "C", "N", "N", "O", "O", "H", "H", "H", "H", "H", "H", "H", "H"], "coordinates": [[-0.0110, 1.2579, 0.0944], [2.4714, -0.1809, -0.5843], [-1.4826, -0.4941, -0.0761], [-0.2526, -0.3235, 1.6994], [-0.5594, 0.2487, 0.6214], [2.8842, 0.7024, 0.0910], [1.9672, -1.3596, -0.1357], [0.6686, 1.8163, 0.6072], [-0.2542, 1.5492, -0.8324], [2.6639, -0.3045, -1.6412], [-1.0111, -1.2708, -0.5722], [-2.1727, -0.7621, 0.7609], [-1.9956, 0.1432, -0.7538], [0.5261, 0.1619, 2.2174], [2.0695, -1.4372, 0.8546]], "nbo_charge": [-0.203, 0.646, -0.397, -0.384, -0.264, -0.575, -0.702, 0.183, 0.169, 0.118, 0.193, 0.219, 0.190, 0.312, 0.496]}

***

(7)
{"formula": "C3H8N2OP", "method": "wB97M-V/def2-TZVPD", "e_above_lowest_kj_mol": 264.8, "e_tot_ha": -644.8568, "total_charge": 1, "homo_lumo_gap_ev": [7.91, 7.70], "elements": ["C", "C", "C", "N", "N", "O", "P", "H", "H", "H", "H", "H", "H", "H", "H"], "coordinates": [[-0.1168, 1.2168, -0.5030], [-1.3331, -0.2418, 0.6252], [0.1054, -0.3532, 1.0753], [0.6666, 0.7679, 0.4768], [0.1547, 2.1038, -1.4154], [-1.2076, 0.5803, -0.5175], [1.2712, -2.3349, -0.5440], [-1.9701, -1.0713, 0.3121], [-1.8681, 0.1363, 1.4925], [0.1168, -0.4325, 2.1316], [1.6203, 1.1870, 0.6641], [0.9990, 2.6685, -1.4179], [-0.4810, 2.3665, -2.1590], [0.0943, -3.0941, -0.4909], [1.9485, -3.4995, 0.2702]], "nbo_charge": [0.795, -0.137, -0.054, -0.585, -0.742, -0.403, 0.096, 0.246, 0.218, 0.226, 0.455, 0.435, 0.451, -0.030, 0.030]}

***

(8)
{"formula": "C3H8N2OS", "method": "wB97M-V/def2-TZVPD", "smiles": "N/N=C(/CO)CS", "e_above_lowest_kj_mol": 217.5, "e_tot_ha": -701.9946, "homo_lumo_gap_ev": 9.81, "elements": ["C", "C", "C", "H", "H", "H", "H", "H", "H", "H", "H", "N", "N", "O", "S"], "coordinates": [[0.3021, 0.4049, 0.2947], [-0.7622, -0.4850, 0.9157], [1.7011, -0.0905, 0.2486], [-2.0264, 1.0576, -0.4407], [-1.5405, 2.4322, -1.1416], [-0.2456, -1.2280, 1.5604], [-1.4830, 0.0770, 1.5232], [-0.7046, -2.0817, -0.9514], [2.3226, 0.7174, -0.1609], [2.0583, -0.4503, 1.2178], [1.7495, -0.9435, -1.5276], [-1.3818, 1.8733, -0.3253], [-0.0436, 1.4875, -0.3198], [1.7892, -1.2401, -0.6135], [-1.7350, -1.5309, -0.2798]], "nbo_charge": [0.151, -0.585, -0.106, 0.350, 0.364, 0.232, 0.246, 0.147, 0.194, 0.192, 0.471, -0.642, -0.221, -0.724, -0.070]}

***

(9)
{"formula": "C3H8N2OS", "method": "wB97M-V/def2-TZVPD", "smiles": "[H]/N=C(\\N)SCCO", "e_above_lowest_kj_mol": 105.5, "e_tot_ha": -702.0373, "homo_lumo_gap_ev": 9.90, "elements": ["C", "C", "C", "H", "H", "H", "H", "H", "H", "H", "H", "N", "N", "O", "S"], "coordinates": [[-1.3938, 0.2554, -0.1117], [1.0110, -1.0650, 0.4971], [2.0095, -0.3358, -0.4243], [-3.2110, -0.7138, 0.0202], [-3.3406, 1.0117, -0.0402], [-1.4069, 2.0645, 0.3695], [1.0099, -0.5681, 1.4805], [1.3782, -2.0831, 0.6313], [3.0630, -0.6691, -0.3072], [1.6545, -0.5133, -1.4565], [1.2230, 1.4220, -0.0697], [-2.7512, 0.1353, -0.2454], [-0.7350, 1.3350, 0.0875], [2.1368, 1.0557, -0.1946], [-0.6473, -1.3313, -0.2368]], "nbo_charge": [0.301, -0.555, -0.075, 0.401, 0.390, 0.342, 0.241, 0.233, 0.186, 0.161, 0.501, -0.828, -0.772, -0.750, 0.223]}

***

(10)
{"formula": "C3H8N2OS", "method": "wB97M-V/def2-TZVPD", "smiles": "NC(=O)[C@@H](N)CS", "e_above_lowest_kj_mol": 114.8, "e_tot_ha": -702.0338, "homo_lumo_gap_ev": 9.77, "elements": ["N", "C", "C", "S", "C", "N", "O", "H", "H", "H", "H", "H", "H", "H", "H"], "coordinates": [[-0.8757, 0.4417, 1.2791], [-0.2520, 0.2987, -0.0238], [1.1149, 0.9212, 0.0756], [1.2648, 2.7801, -0.0904], [-0.0973, -1.3080, -0.1629], [-0.2965, -1.9909, -1.3718], [0.0280, -1.9341, 0.8693], [-1.6091, 1.1235, 1.3139], [0.2385, 3.0228, 0.7866], [-1.1661, -0.4832, 1.7114], [-0.9150, 0.5138, -0.9617], [1.8282, 0.5443, -0.7397], [1.5637, 0.6560, 1.0166], [-0.3104, -1.6068, -2.3130], [-0.5161, -2.9790, -1.3891]], "nbo_charge": [-0.871, -0.147, -0.498, -0.065, 0.688, -0.851, -0.613, 0.369, 0.126, 0.409, 0.199, 0.215, 0.238, 0.396, 0.405]}

***

(11)
{"formula": "C3H8N2OS", "method": "wB97M-V/def2-TZVPD", "smiles": "NC(=O)[C@@H](N)CS", "e_above_lowest_kj_mol": 43.3, "e_tot_ha": -702.0610, "homo_lumo_gap_ev": 10.04, "elements": ["N", "C", "C", "S", "C", "N", "O", "H", "H", "H", "H", "H", "H", "H", "H"], "coordinates": [[0.4845, 1.3229, 0.4390], [-0.0427, -0.0302, 0.2598], [-1.1973, -0.1487, -0.7015], [-2.6796, 0.6761, 0.0074], [1.1042, -0.9882, -0.0903], [2.0705, -0.9595, 0.8584], [1.0956, -1.6304, -1.1110], [0.5892, 1.8397, -0.4242], [-0.1918, 1.8535, 0.9816], [-0.3996, -0.2572, 1.2687], [-1.5137, -1.1760, -0.8655], [-0.9515, 0.2528, -1.6808], [-3.2800, 0.9734, -1.1488], [2.1322, -0.0576, 1.3223], [2.7799, -1.6705, 0.8848]], "nbo_charge": [-0.839, -0.171, -0.506, -0.078, 0.675, -0.844, -0.596, 0.362, 0.372, 0.208, 0.234, 0.225, 0.132, 0.421, 0.406]}

***

(12)
{"formula": "C3H8N2OS", "method": "wB97M-V/def2-TZVPD", "e_above_lowest_kj_mol": 530.7, "e_tot_ha": -701.8754, "homo_lumo_gap_ev": 8.47, "elements": ["C", "C", "C", "N", "N", "O", "S", "H", "H", "H", "H", "H", "H", "H", "H"], "coordinates": [[-2.0106, 0.6787, 0.2209], [-0.5668, 1.0248, 0.2424], [2.8351, -0.6572, -0.0823], [-1.3387, -1.5040, -0.1955], [-2.2353, -0.5985, -0.4648], [1.6547, -0.0392, -0.3381], [0.1818, -0.6769, 0.3096], [-2.3857, 0.7021, 1.2445], [-2.8080, 1.3917, -0.2202], [-0.1028, 1.4995, -0.6817], [-0.3006, 1.4042, 1.1900], [3.6881, -0.1979, -0.6526], [2.8613, -1.7530, -0.2069], [3.1452, -0.6551, 1.1354], [-2.6177, -0.6191, -1.5007]], "nbo_charge": [-0.287, -0.565, -0.246, -0.406, -0.386, -0.760, 0.867, 0.209, 0.221, 0.250, 0.242, 0.197, 0.170, 0.134, 0.359]}

***

(13)
{"formula": "C3H8N2OS", "method": "wB97M-V/def2-TZVPD", "smiles": "NC(=O)NCCS", "e_above_lowest_kj_mol": 199.2, "e_tot_ha": -702.0016, "homo_lumo_gap_ev": 9.94, "elements": ["C", "C", "S", "N", "C", "N", "O", "H", "H", "H", "H", "H", "H", "H", "H"], "coordinates": [[-0.4228, -0.2928, 1.1626], [-0.7919, 1.0610, 0.3406], [-2.6143, 0.9337, 0.1927], [0.9841, -0.6209, 0.7069], [1.5967, -0.8021, -0.5338], [0.7222, -0.9445, -1.6375], [2.7797, -0.6445, -0.7028], [-1.1025, -1.0890, 0.8091], [-0.4434, -0.1729, 2.2697], [-0.8184, 1.7385, 1.1908], [0.1960, 1.3281, -0.1791], [-2.7814, 1.6923, -0.8638], [1.7090, -0.4168, 1.3656], [1.0332, -1.4512, -2.4964], [-0.0462, -0.3188, -1.6247]], "nbo_charge": [-0.219, -0.612, -0.016, -0.661, 0.782, -0.906, -0.624, 0.210, 0.221, 0.222, 0.271, 0.127, 0.398, 0.417, 0.390]}

***

(14)
{"formula": "C3H8N2OS", "method": "wB97M-V/def2-TZVPD", "smiles": "NCCONC=S", "e_above_lowest_kj_mol": 311.9, "e_tot_ha": -701.9587, "homo_lumo_gap_ev": 9.09, "elements": ["C", "C", "C", "H", "H", "H", "H", "H", "H", "H", "H", "N", "N", "O", "S"], "coordinates": [[-1.5486, -0.9412, -0.1287], [-0.2248, -0.5289, 0.4707], [2.7019, 0.6355, 0.0242], [-2.1232, 0.6477, -1.1503], [-2.5770, 0.6772, 0.4028], [-1.3117, -1.4978, -1.0995], [-2.0371, -1.6873, 0.4737], [-0.4327, 0.2450, 1.2608], [0.3989, -1.4336, 0.7328], [1.1273, 1.9102, 0.1268], [3.2783, 1.5395, 0.2637], [-2.4866, 0.1099, -0.3945], [1.4413, 0.9847, -0.1260], [0.4485, 0.1677, -0.5807], [3.3455, -0.8284, -0.2760]], "nbo_charge": [-0.250, -0.098, -0.104, 0.358, 0.344, 0.204, 0.200, 0.166, 0.212, 0.378, 0.197, -0.814, -0.274, -0.369, -0.149]}

***

(15)
{"formula": "C3H8N2OS", "method": "wB97M-V/def2-TZVPD", "e_above_lowest_kj_mol": 489.8, "e_tot_ha": -701.8909, "homo_lumo_gap_ev": 9.90, "elements": ["C", "C", "C", "N", "N", "O", "S", "H", "H", "H", "H", "H", "H", "H", "H"], "coordinates": [[2.8385, -1.0801, -0.2496], [-1.1418, 3.0116, 0.2725], [1.8739, -0.7830, -1.1551], [-1.4396, -1.2487, 1.9538], [-2.3670, -1.0417, -0.3573], [-0.5148, 1.9955, 0.3860], [-1.1805, -0.8433, 0.5119], [2.6027, -1.4597, 0.7679], [3.8436, -1.2321, -0.6398], [-2.2347, 2.9979, -0.0859], [-0.9000, 3.9254, 0.8995], [0.8290, -1.0000, -0.8653], [2.2498, -0.5271, -2.1947], [-2.2121, -1.9010, 2.0895], [-2.2471, -0.8137, -1.3335]], "nbo_charge": [-0.393, 0.277, -0.401, -1.019, -1.053, -0.499, 1.331, 0.199, 0.193, 0.110, 0.115, 0.185, 0.202, 0.373, 0.380]}

***

(16)
{"formula": "C3H8N2OS", "method": "wB97M-V/def2-TZVPD", "e_above_lowest_kj_mol": 284.3, "e_tot_ha": -701.9692, "homo_lumo_gap_ev": 9.27, "elements": ["C", "C", "C", "N", "N", "O", "S", "H", "H", "H", "H", "H", "H", "H", "H"], "coordinates": [[-0.5213, 1.0512, -0.9362], [-0.6410, -1.3191, 1.4266], [0.7039, 0.4492, -0.3830], [-1.4657, 1.5166, -0.2394], [1.7987, 0.3988, -1.2754], [1.2186, -2.2931, -0.0750], [0.0569, -1.4335, -0.2397], [-0.4317, 0.8086, -1.9795], [-0.9320, -2.3388, 1.7489], [-1.4782, -0.7434, 1.3923], [-0.0687, -0.7183, 2.1490], [0.9092, 0.5815, 0.7012], [-2.2923, 1.8528, -0.7115], [2.2750, -0.4842, -1.1190], [1.5279, 0.4709, -2.2436]], "nbo_charge": [0.107, -0.839, -0.215, -0.613, -0.819, -0.982, 1.178, 0.143, 0.246, 0.234, 0.231, 0.218, 0.356, 0.392, 0.363]}

***

(17)
{"formula": "C3H8N2OS", "method": "wB97M-V/def2-TZVPD", "e_above_lowest_kj_mol": 574.6, "s_squared": 2.01, "e_tot_ha": -701.7044, "homo_lumo_gap_ev": [4.81, 7.45], "multiplicity": 3, "elements": ["C", "C", "C", "N", "N", "O", "S", "H", "H", "H", "H", "H", "H", "H", "H"], "coordinates": [[-1.6904, 0.0754, 0.1343], [-0.8662, -1.2239, -0.2451], [-0.5754, 1.0278, 0.4430], [1.7021, -0.4263, -0.3165], [3.0071, -0.6014, 0.0060], [3.7351, 0.6637, -0.0683], [0.5510, -0.4324, 0.7696], [-2.4405, 0.2394, -0.7155], [-2.3318, -0.2949, 0.8882], [-1.1389, -2.0634, 0.2668], [-0.4611, -1.2449, -1.1967], [0.0302, 1.5567, -0.4465], [-0.6353, 1.6440, 1.3544], [2.9359, -1.0443, 0.9532], [4.4801, 0.5390, -0.7118]], "nbo_charge": [-0.486, -0.604, -0.535, -0.473, -0.116, -0.548, 0.593, 0.222, 0.223, 0.205, 0.211, 0.247, 0.236, 0.347, 0.478]}